No. 1
The following is a DFT calculation (the ωB97M-V functional and the def2-TZVPD basis) of a 2-piece molecular cluster, C4H11NO3 overall in a non-equilibrium geometry.

Energy above the lowest of the compared OMol25 structures with the same formula, charge and spin: 85.5 kJ/mol
E: -439.49334 Ha
HOMO: -9.994 eV
SMILES string: CC(C)NC(=O)O.O

Positions of all 19 atoms, in Å:
C: 1.412 0.558 -0.570
C: 0.091 -0.130 -0.290
C: 0.049 -0.725 1.114
N: -0.924 0.927 -0.549
C: -1.089 2.006 0.265
O: -0.431 2.390 1.187
O: -2.213 2.672 -0.272
H: 2.256 -0.096 -0.332
H: 1.739 1.424 0.029
H: 1.610 0.625 -1.651
H: -0.240 -0.818 -1.091
H: -0.922 -0.467 1.539
H: 0.831 -0.272 1.702
H: 0.081 -1.814 1.070
H: -1.726 0.592 -1.048
H: -2.566 3.203 0.444
O: 0.423 -3.514 -0.736
H: 0.544 -3.693 0.204
H: 1.076 -2.868 -1.014

Forces on the atoms, in the same order (eV/Å):
2.320 -1.497 -0.787
-0.547 1.734 -0.567
-1.073 0.014 -0.557
0.492 -0.668 1.108
-1.614 -0.061 -2.070
0.071 -0.018 0.293
0.763 -0.338 0.968
-0.110 -0.640 0.333
-1.154 0.094 -0.466
-0.493 0.904 0.250
0.982 -0.273 0.570
0.108 -0.068 0.296
0.189 -0.171 0.423
0.351 0.206 0.175
-0.305 0.474 -0.022
-0.040 0.454 0.141
-0.330 -0.269 -0.131
0.238 0.150 -0.236
0.153 -0.027 0.279

---

No. 2
The following is a DFT calculation (the ωB97M-V functional and the def2-TZVPD basis) of a 2-piece molecular cluster, C4H11NO3 overall in a non-equilibrium geometry.

Energy above the lowest of the compared OMol25 structures with the same formula, charge and spin: 173.2 kJ/mol
E: -439.45995 Ha
HOMO: -9.867 eV
SMILES string: CCCNC(=O)O.O

Positions of all 19 atoms, in Å:
C: -1.935 -0.210 -1.416
C: -0.862 0.837 -1.277
C: 0.586 0.383 -0.705
N: 0.397 0.525 0.721
C: 1.491 0.623 1.634
O: 1.622 -0.003 2.657
O: 2.475 1.525 1.398
H: -2.032 -0.598 -0.488
H: -3.003 0.211 -1.814
H: -1.774 -1.056 -2.122
H: -0.649 1.492 -2.170
H: -1.160 1.601 -0.611
H: 1.475 0.998 -1.067
H: 0.941 -0.635 -1.027
H: -0.281 -0.012 1.293
H: 2.290 2.138 0.706
O: -0.108 -2.647 1.122
H: 0.638 -2.004 1.286
H: -0.111 -3.168 1.880

Forces on the atoms, in the same order (eV/Å):
-1.932 1.151 -4.077
2.781 0.845 -2.354
-0.920 -0.106 -1.106
2.166 -0.084 3.354
0.345 0.286 -0.224
-1.006 -0.437 -0.311
0.029 -0.596 0.120
-0.940 -1.596 2.976
2.599 -0.609 1.270
0.503 0.681 0.441
-0.392 -1.188 0.173
-0.547 0.544 1.138
-1.510 -0.097 0.607
-0.892 0.498 0.376
0.130 0.044 -1.543
-0.475 0.598 -0.936
1.221 2.550 -1.819
-1.086 -1.007 -0.166
-0.075 -1.479 2.079

---

No. 3
The following is a DFT calculation (the ωB97M-V functional and the def2-TZVPD basis) of C4H11NO3 as an isolated structure in a non-equilibrium geometry.

Energy above the lowest of the compared OMol25 structures with the same formula, charge and spin: 647.1 kJ/mol
E: -439.27947 Ha
HOMO: -7.081 eV

Positions of all 19 atoms, in Å:
C: 0.348 -0.742 0.610
C: -0.513 1.449 -0.487
C: -0.958 -0.336 0.322
C: 0.864 1.993 -0.767
N: -0.241 -2.619 0.870
O: -0.421 -3.189 -0.455
O: 1.330 -0.909 -0.318
O: -1.287 2.364 0.253
H: 0.478 -3.158 -0.814
H: 2.116 -1.241 0.139
H: -0.758 2.692 0.993
H: -1.189 -2.708 1.245
H: 0.718 -0.468 1.597
H: -1.059 1.249 -1.408
H: -1.506 0.019 1.189
H: -1.596 -0.840 -0.397
H: 1.410 1.357 -1.466
H: 0.819 2.974 -1.261
H: 1.446 2.114 0.154

Forces on the atoms, in the same order (eV/Å):
-0.098 -5.050 1.509
-2.213 -1.583 0.453
0.156 5.290 -2.251
0.500 -0.440 -0.025
1.767 0.429 0.046
0.215 0.950 0.466
-0.384 0.174 -0.152
0.109 0.185 0.159
-0.276 -0.120 0.111
-0.186 0.086 -0.077
-0.106 -0.074 -0.187
0.134 0.550 -0.161
0.015 -0.104 -0.056
0.084 0.325 -0.072
0.096 -0.206 0.013
0.488 -0.076 -0.211
0.035 -0.126 0.280
-0.406 -0.130 0.274
0.071 -0.080 -0.120

---

No. 4
The following is a DFT calculation (the ωB97M-V functional and the def2-TZVPD basis) of a 2-piece molecular cluster, C4H11NO3 overall in a non-equilibrium geometry.

Energy above the lowest of the compared OMol25 structures with the same formula, charge and spin: 228.8 kJ/mol
E: -439.43878 Ha
HOMO: -9.363 eV
SMILES string: C[C@@H](C=O)NCO.O

Positions of all 19 atoms, in Å:
C: 0.666 0.140 -1.145
C: -0.064 1.246 -0.307
C: -0.382 2.284 -1.362
O: 0.434 3.069 -1.770
N: -1.334 0.804 0.260
C: -1.223 -0.009 1.444
O: -1.139 -1.370 1.102
H: -0.094 -0.441 -1.678
H: 1.215 0.539 -2.002
H: 1.231 -0.525 -0.497
H: 0.649 1.608 0.417
H: -1.415 2.464 -1.701
H: -1.812 0.279 -0.451
H: -0.365 0.327 2.033
H: -2.127 0.178 2.031
H: -1.064 -2.041 1.782
O: 2.384 -2.706 0.980
H: 2.903 -2.771 0.163
H: 1.537 -3.075 0.701

Forces on the atoms, in the same order (eV/Å):
-0.795 -0.103 -0.312
-0.261 -1.195 -2.217
0.305 1.803 0.805
0.430 -0.190 -0.244
1.057 0.074 0.772
-0.612 0.497 0.647
0.241 -0.654 -1.363
-0.149 -0.251 0.392
0.632 0.214 0.647
0.204 -0.042 -0.188
-0.175 0.485 0.380
-0.367 -0.796 0.094
-0.478 -0.200 -0.161
0.064 -0.011 -0.066
-0.022 -0.222 0.179
-0.048 0.545 0.659
-0.003 -0.160 -0.605
0.031 0.107 0.380
-0.054 0.100 0.201

---

No. 5
The following is a DFT calculation (the ωB97M-V functional and the def2-TZVPD basis) of a 2-piece molecular cluster, C4H11NO3S2 overall in a non-equilibrium geometry.

Energy above the lowest of the compared OMol25 structures with the same formula, charge and spin: 368.4 kJ/mol
E: -1235.70365 Ha
HOMO (spin up / spin down): -9.242 / -9.241 eV

Positions of all 21 atoms, in Å:
C: 0.731 -1.707 -0.690
C: -0.753 -1.145 -0.444
C: -0.887 -0.350 0.863
C: 0.630 1.725 -0.321
N: 0.287 0.388 1.226
O: -0.496 4.045 -1.226
O: -1.961 2.543 0.156
O: -0.125 3.594 1.162
S: 2.302 2.363 -0.188
S: -0.624 2.960 0.029
H: 1.519 -1.130 -0.085
H: 0.756 -2.796 -0.656
H: 1.122 -1.437 -1.836
H: -1.300 -2.064 -0.385
H: -1.135 -0.659 -1.409
H: -1.941 0.319 0.914
H: -1.025 -1.027 1.702
H: 0.545 1.074 -1.181
H: -0.097 4.835 -0.910
H: 0.206 1.179 1.865
H: 2.167 3.131 0.985

Forces on the atoms, in the same order (eV/Å):
1.192 2.659 -2.590
1.559 -0.263 -1.403
-3.223 1.860 0.428
-0.064 -1.716 2.649
1.501 2.952 -3.448
-1.046 -2.807 0.326
-1.046 -1.118 -1.299
1.684 1.992 2.767
-0.672 0.376 0.868
0.363 0.656 -2.186
-1.289 -1.423 -0.456
0.282 0.225 0.460
-1.245 -0.734 2.691
-0.888 -0.221 0.284
0.523 -0.131 1.653
2.710 -1.721 -0.480
0.031 -0.462 0.128
-0.273 0.160 -0.149
0.748 1.154 0.705
-0.736 -0.496 0.310
-0.110 -0.940 -1.259

---

No. 6
The following is a DFT calculation (the ωB97M-V functional and the def2-TZVPD basis) of a 2-piece molecular cluster, C4H11NO3S2 overall in a non-equilibrium geometry.

⟨S²⟩: 2.01
Spin multiplicity: 3
E: -1235.64246 Ha
HOMO (spin up / spin down): -5.391 / -8.558 eV

Positions of all 21 atoms, in Å:
C: -2.019 -0.353 1.643
C: 2.109 2.144 -0.467
C: -0.907 0.041 0.641
C: 1.476 -0.341 0.003
N: 2.000 -1.601 0.264
O: -2.971 0.172 -1.014
O: -0.631 0.575 -1.915
O: -1.313 -1.705 -1.369
S: 2.130 0.945 0.875
S: -1.561 -0.106 -0.987
H: -2.366 -1.360 1.412
H: -1.724 -0.348 2.619
H: -2.885 0.344 1.622
H: 2.628 3.150 -0.151
H: 1.155 2.276 -0.881
H: 2.747 1.552 -1.179
H: -0.846 1.143 0.826
H: 0.853 -0.253 -1.018
H: 1.659 -2.432 -0.187
H: -2.212 -1.987 -1.751
H: 2.681 -1.857 1.016

Forces on the atoms, in the same order (eV/Å):
-0.497 -0.846 -2.626
3.492 0.523 0.212
-4.284 2.038 1.400
0.002 -1.431 -2.918
1.055 -1.455 1.091
0.426 -0.267 -0.041
-2.225 -0.625 1.492
-2.609 0.792 -0.001
-0.473 0.951 0.909
2.856 0.010 -2.452
-0.253 0.009 0.124
1.331 0.013 2.625
0.515 -0.281 -0.473
-1.097 -2.005 -0.612
-1.356 0.339 -0.387
-0.532 1.345 0.087
1.223 -0.828 -0.637
2.044 0.043 2.717
-0.374 0.294 -0.199
1.792 0.301 0.756
-1.035 1.080 -1.068

---

No. 7
The following is a DFT calculation (the ωB97M-V functional and the def2-TZVPD basis) of a 3-piece molecular cluster, C4H11NO5 overall in a non-equilibrium geometry.

Energy above the lowest of the compared OMol25 structures with the same formula, charge and spin: 116.7 kJ/mol
E: -589.98368 Ha
HOMO: -9.943 eV
SMILES string: CCC(=O)NC(=O)O.O.O

Positions of all 21 atoms, in Å:
C: 1.998 -1.495 -0.969
C: 2.213 -0.123 -0.295
C: 0.997 0.204 0.525
O: 1.075 0.123 1.742
N: -0.219 0.369 -0.093
C: -0.411 0.824 -1.413
O: -0.041 1.922 -1.767
O: -1.136 0.064 -2.202
H: 2.804 -1.709 -1.680
H: 2.155 -2.322 -0.239
H: 0.999 -1.641 -1.403
H: 2.983 -0.291 0.507
H: 2.412 0.611 -1.084
H: -1.017 0.433 0.525
H: -1.604 -0.654 -1.719
O: -2.132 -1.495 0.870
H: -1.332 -1.951 0.613
H: -2.211 -1.199 1.774
O: -1.513 0.323 2.673
H: -1.520 1.285 2.687
H: -0.985 0.065 3.435

Forces on the atoms, in the same order (eV/Å):
0.518 -1.119 0.586
0.044 -0.900 0.140
0.217 -0.307 0.971
-0.128 0.212 -0.382
0.280 -0.161 -0.004
0.319 2.591 0.349
0.213 -1.329 -0.085
-1.083 -1.208 -0.275
-0.421 0.319 -0.309
-0.433 0.631 -0.144
0.482 0.188 -0.176
-0.293 0.828 -1.235
0.274 0.084 0.539
-0.052 -0.301 0.150
0.596 0.501 -0.161
-1.341 -0.373 -1.669
0.285 0.021 0.944
0.818 -0.030 0.331
-0.551 0.315 0.501
0.003 -0.030 0.101
0.254 0.068 -0.172

---

No. 8
The following is a DFT calculation (the ωB97M-V functional and the def2-TZVPD basis) of one molecule with the formula C4H11NOS.

Energy above the lowest of the compared OMol25 structures with the same formula, charge and spin: 131.6 kJ/mol
E: -687.15921 Ha
HOMO: -8.542 eV
SMILES string: CN[C@H](CO)CS

Positions of all 18 atoms, in Å:
C: 0.330 0.037 -2.184
N: 1.177 -0.154 -1.011
C: 0.529 -0.060 0.283
C: -0.373 -1.269 0.500
O: -0.699 -1.318 1.884
C: -0.238 1.247 0.545
S: 0.098 1.995 2.183
H: -0.509 -0.651 -2.147
H: -0.106 1.041 -2.257
H: 0.943 -0.135 -3.062
H: 1.969 0.474 -1.054
H: 1.307 -0.155 1.043
H: -1.302 -1.188 -0.081
H: 0.140 -2.177 0.149
H: -1.204 -2.128 2.042
H: -1.320 1.133 0.468
H: 0.062 2.034 -0.157
H: -0.805 1.273 2.855

Forces on the atoms, in the same order (eV/Å):
0.071 0.381 0.486
0.036 -0.102 -0.251
-0.208 -0.250 0.121
-0.192 -0.159 -0.271
-0.119 -0.375 0.041
0.087 0.502 0.354
-0.167 -0.002 -0.140
0.051 -0.270 -0.197
0.029 0.076 -0.051
-0.137 -0.137 -0.230
-0.010 0.001 0.055
0.096 0.099 -0.048
0.092 0.106 -0.051
0.064 0.176 0.245
0.141 0.313 0.011
0.088 -0.044 -0.143
-0.012 -0.237 -0.002
0.090 -0.077 0.072

---

No. 9
The following is a DFT calculation (the ωB97M-V functional and the def2-TZVPD basis) of a 2-piece molecular cluster, C4H11NOS overall in a non-equilibrium geometry.

Energy above the lowest of the compared OMol25 structures with the same formula, charge and spin: 114.0 kJ/mol
E: -687.16592 Ha
HOMO: -8.730 eV
SMILES string: CC(N)=O.CCS

Positions of all 18 atoms, in Å:
C: -1.904 -2.085 -0.743
C: -0.637 -2.022 0.121
N: -0.876 -1.760 1.484
O: 0.542 -2.220 -0.153
H: -2.371 -1.150 -0.494
H: -2.484 -3.017 -0.388
H: -1.709 -2.339 -1.830
H: -0.088 -1.908 2.198
H: -1.794 -1.630 1.843
C: 1.343 1.843 1.351
C: 1.097 1.166 -0.048
S: 0.236 2.379 -1.067
H: 0.514 2.122 1.960
H: 1.985 2.707 1.159
H: 2.005 1.123 1.922
H: 2.168 1.039 -0.573
H: 0.546 0.148 0.029
H: -0.138 1.513 -2.006

Forces on the atoms, in the same order (eV/Å):
0.905 -2.398 0.013
1.505 -0.823 2.173
1.398 -0.307 0.206
-1.278 0.078 -1.137
-0.917 0.215 -0.590
0.558 1.713 -0.191
-0.001 1.026 1.300
-1.736 0.374 -1.981
-0.509 0.014 0.201
2.319 -1.756 -0.968
1.545 -0.870 0.226
-0.496 -0.002 -0.063
-0.866 0.041 0.045
-0.233 0.151 0.198
-0.808 0.758 -0.345
-2.408 -0.191 1.414
1.107 1.980 -0.203
-0.085 -0.002 -0.300

---

No. 10
The following is a DFT calculation (the ωB97M-V functional and the def2-TZVPD basis) of C4H11NOSn as an isolated structure in a non-equilibrium geometry.

Energy above the lowest of the compared OMol25 structures with the same formula, charge and spin: 60.3 kJ/mol
E: -502.59832 Ha
HOMO: -18.659 eV
Charge: +2

Positions of all 18 atoms, in Å:
Sn: -1.932 0.705 -1.891
C: 2.106 0.105 -0.679
C: 0.578 0.127 -0.687
C: 0.034 -0.029 0.724
O: -1.301 -0.411 0.556
C: -1.919 -1.196 1.594
N: 0.035 1.336 -1.329
H: 2.408 -0.806 -0.161
H: 2.528 0.966 -0.161
H: 2.561 0.001 -1.664
H: 0.164 -0.693 -1.295
H: 0.101 0.953 1.214
H: 0.615 -0.685 1.371
H: -1.496 -2.188 1.727
H: -2.970 -1.303 1.324
H: -1.997 -0.575 2.487
H: 0.081 2.238 -0.856
H: 0.406 1.455 -2.272

Forces on the atoms, in the same order (eV/Å):
-1.177 -0.947 1.035
0.010 -0.616 -0.235
1.847 -0.674 0.763
0.174 1.088 -0.098
-0.895 0.040 -1.238
-1.548 0.662 0.445
-0.973 0.932 -0.806
0.059 0.119 0.152
-0.072 0.032 0.010
-0.194 0.330 -0.137
0.334 -0.401 0.073
-0.111 0.011 0.128
-0.071 -0.483 -0.407
0.450 0.207 -0.030
0.145 -0.220 -0.358
0.616 -0.327 0.265
0.531 -0.030 0.366
0.874 0.277 0.073

---

No. 11
The following is a DFT calculation (the ωB97M-V functional and the def2-TZVPD basis) of an isolated ion of composition C4H11NP and charge +1 in a non-equilibrium geometry.

⟨S²⟩: 2.01
Energy above the lowest of the compared OMol25 structures with the same formula, charge and spin: 1.6 kJ/mol
Spin multiplicity: 3
E: -554.67488 Ha
HOMO (spin up / spin down): -10.479 / -13.247 eV
Charge: +1

Positions of all 17 atoms, in Å:
C: -0.261 -0.350 0.979
C: -0.792 0.907 1.531
C: -0.795 -0.278 -1.473
C: 0.280 -0.410 -0.410
N: 1.350 0.608 -0.774
P: -0.136 -1.786 1.860
H: -1.795 0.782 2.029
H: -0.655 1.668 0.748
H: 0.012 1.142 2.389
H: -1.386 0.531 -1.293
H: -0.364 -0.177 -2.373
H: -1.417 -1.108 -1.464
H: 0.725 -1.417 -0.507
H: 0.848 1.575 -0.488
H: 1.818 0.471 -1.653
H: 2.151 0.557 -0.146
H: 0.415 -2.716 1.044

Forces on the atoms, in the same order (eV/Å):
0.082 3.004 -3.744
1.907 -0.401 1.692
0.896 -0.819 2.593
0.017 -1.594 -0.351
-0.922 2.470 3.059
-0.449 -2.957 5.267
0.873 0.570 -0.622
-0.898 0.305 0.620
-1.849 0.022 -1.285
-1.697 2.514 0.531
1.450 0.187 -3.515
-1.055 -1.685 -0.002
0.274 0.707 -0.313
1.868 -2.163 -1.822
-0.649 0.576 -1.243
-0.090 -0.113 0.624
0.243 -0.623 -1.490

---

No. 12
The following is a DFT calculation (the ωB97M-V functional and the def2-TZVPD basis) of an isolated ion of composition C4H11NPS and charge +1 in a non-equilibrium geometry.

Energy above the lowest of the compared OMol25 structures with the same formula, charge and spin: 306.4 kJ/mol
E: -952.92406 Ha
HOMO: -12.530 eV
Charge: +1

Positions of all 18 atoms, in Å:
C: -1.110 1.479 -0.282
C: -1.843 0.208 -0.796
C: -0.287 -1.625 0.488
C: 1.110 -0.063 0.511
N: 0.469 1.158 -0.065
P: 2.682 -0.674 -0.215
S: -1.968 -1.139 0.560
H: -1.372 2.324 -1.013
H: -1.522 1.869 0.701
H: -2.954 0.457 -0.830
H: -1.302 -0.236 -1.601
H: -0.087 -2.080 -0.404
H: 0.001 -2.237 1.393
H: 1.278 0.235 1.604
H: 0.820 1.379 -0.995
H: 0.714 1.941 0.531
H: 2.265 -1.928 -0.608
H: 3.106 -1.069 1.021

Forces on the atoms, in the same order (eV/Å):
-1.364 -0.806 0.672
-1.251 0.377 3.383
1.639 2.603 3.337
-2.999 -2.273 2.272
-1.698 1.944 -1.334
0.057 1.238 -0.816
0.413 1.418 -0.636
1.660 -1.079 0.694
0.652 -0.917 -0.986
1.586 -0.230 -1.026
-0.387 -0.150 -1.086
1.027 -1.105 -2.272
-0.172 0.787 -1.144
-0.423 -0.867 -1.520
0.558 -0.145 -0.043
0.484 0.208 -0.071
-0.315 -0.631 -0.223
0.533 -0.373 0.800

---

The highest E belongs to which entry?
number 3

---

Number 5 is which compound?
C4H11NO3S2

---

Which of these has the highest E?
number 3

---

The lowest E belongs to which entry?
number 5